Computed, not measured: the molecule C4H10N2O2, with ωB97M-V with the def2-TZVPD basis set.

## Properties
* 2S+1: 1
* net charge: 0
* SMILES string: NCCCNC(=O)O

Structure (XYZ):
```
18
Properties=species:S:1:pos:R:3:forces:R:3:mulliken_charge:R:1
O -3.09759 -0.48296 1.06025 0.905 0.173 -0.759 -0.618
O -1.59284 -1.15118 -0.47041 0.374 0.262 0.123 -0.416
N -1.61194 1.04998 0.20467 0.377 -0.732 0.483 -0.315
N 1.56536 -1.08617 0.71100 0.123 0.368 0.309 -0.581
C 0.65124 0.63781 -0.85792 0.310 0.247 0.109 -0.598
C -2.14986 -0.22073 0.33034 -1.193 0.125 0.627 0.569
C 1.80488 -0.30629 -0.49853 -0.252 -0.339 -0.312 -0.459
C -0.13449 1.20228 0.32925 -0.300 0.137 -0.399 -0.793
H 1.95409 -0.97451 -1.34789 0.066 0.045 -0.258 0.293
H 2.05828 -1.96203 0.68285 0.105 -0.173 0.031 0.257
H -2.05656 1.56218 0.95216 -0.160 0.373 -0.100 0.296
H 2.72200 0.26806 -0.40769 0.189 0.062 0.300 0.327
H 1.08701 1.48133 -1.38465 0.066 0.101 -0.192 0.389
H -0.01178 0.16949 -1.56900 -0.258 -0.189 0.016 0.337
H 0.19686 0.80357 1.28391 0.143 -0.194 0.060 0.498
H 0.04246 2.26990 0.36685 -0.088 0.219 0.104 0.343
H -2.01287 -1.97773 -0.21694 -0.232 -0.291 -0.022 0.312
H 0.58574 -1.28301 0.83175 -0.177 -0.195 -0.119 0.158
```
Positions in Å, forces in eV/Å.



Computed, not measured: C47H43I2KN10O4S2Se2 as an isolated structure, with ωB97M-V with the def2-TZVPD basis set.

## Properties
* 2S+1: 1
* net charge: -2

Structure (XYZ):
```
111
Properties=species:S:1:pos:R:3:forces:R:3:mulliken_charge:R:1
I 1.66828 -6.18053 -0.14574 0.084 0.051 0.043 -0.096
I -3.06084 -6.91853 -3.66705 -0.041 -0.039 -0.017 -0.059
Se 6.49774 0.69948 0.25901 -0.089 0.282 0.156 -0.104
Se 5.96290 2.24752 1.90830 -0.187 -0.336 -0.182 -0.115
K -0.05189 -0.95659 0.02328 0.297 0.447 -0.192 1.168
S 0.28632 2.03940 -2.67636 0.082 -0.005 0.026 -0.124
S -1.85967 -2.88509 2.42450 -0.116 0.454 0.252 1.324
O -1.62419 -4.07928 3.19975 -0.028 -0.052 -0.044 -0.817
O 0.92113 -3.13481 -0.71637 -0.101 -0.418 -0.123 -0.226
O -1.26019 1.29511 -0.06639 -0.135 0.087 -0.052 -0.450
O -2.29434 -3.02950 1.05211 -0.029 -0.172 0.018 -0.737
N -0.66118 -1.85306 2.36617 -0.002 -0.238 0.188 0.149
N -1.60962 3.83344 -3.20130 0.026 -0.035 0.026 0.274
N -0.34521 -1.58386 4.69881 -0.002 0.019 0.014 -0.501
N 0.92681 -0.40420 3.04197 0.076 -0.043 0.047 0.307
N 4.79776 -1.12546 1.62704 -0.081 -0.069 0.061 -0.071
N -1.33571 3.42419 -0.98375 0.052 -0.022 0.003 0.178
N 3.30665 2.03259 0.92666 -0.095 0.191 0.024 0.164
N 3.22124 -1.12140 -1.83086 0.046 0.045 0.087 0.030
N -0.99280 -1.99360 -2.32232 -0.052 -0.152 -0.013 -0.100
N -5.93722 0.43651 5.26169 -0.004 -0.001 0.010 -0.651
C -0.95823 -3.33323 -2.18215 0.026 -0.372 0.092 0.081
C 1.63093 0.16330 3.99852 -0.046 -0.045 -0.055 -0.206
C 2.12277 2.52117 0.53154 0.256 -0.116 0.302 -0.436
C -2.03054 2.44938 -5.23728 -0.006 -0.017 -0.034 -0.628
C -4.46298 0.03813 3.36983 0.002 -0.004 0.010 -0.759
C -1.45454 2.80376 3.77790 -0.003 -0.013 -0.008 -0.489
C 0.11123 -3.87864 -1.30960 0.204 0.072 -0.116 0.104
C -2.93034 -2.18941 -3.69167 -0.016 -0.059 -0.007 -0.912
C -1.93499 -1.44083 -3.04815 0.094 0.102 0.012 -0.264
C -1.32900 3.65087 -4.61422 0.036 0.056 0.016 -1.040
C -0.94495 3.11512 -2.23705 -0.159 0.017 -0.040 -0.136
C -3.14007 -1.96448 3.25967 0.034 -0.030 -0.086 -0.603
C 4.03502 4.27699 1.31771 0.209 -0.046 0.044 -0.442
C 6.64784 -2.10226 0.47097 0.038 -0.019 -0.084 -0.605
C 3.42994 -2.22584 -4.39875 0.008 0.001 0.017 1.232
C -1.34486 2.52542 0.00601 -0.031 0.032 0.091 -1.019
C -1.76509 -5.59533 -2.69222 0.107 0.156 0.078 -0.224
C -3.65246 -2.37360 4.47572 -0.003 0.000 0.019 -0.358
C 2.80513 4.76442 0.90813 0.009 0.209 0.026 -0.855
C -3.54798 -0.75716 2.70522 -0.010 0.018 -0.008 -0.376
C 3.43526 -3.02636 -3.26289 -0.012 -0.025 0.020 -0.657
C 1.83061 3.87911 0.50067 -0.138 -0.188 -0.066 -0.220
C -4.58102 -1.58294 5.13973 0.012 -0.007 -0.001 -0.683
C -1.93484 4.09287 3.97035 0.014 -0.001 0.005 -0.658
C 1.40836 -0.09052 5.34956 -0.025 -0.017 0.036 -0.801
C -1.27154 2.31781 2.49165 -0.012 -0.019 -0.003 -0.024
C 0.14872 -5.29370 -1.26601 -0.076 -0.020 -0.111 -0.368
C 5.89323 -1.01807 0.91126 0.142 0.070 -0.067 0.418
C 3.21544 -0.35653 -2.91632 -0.047 0.028 -0.001 -0.573
C 0.37817 -0.97486 5.62533 0.017 0.023 -0.010 -0.428
C -4.02334 4.05721 -2.60094 -0.017 -0.020 0.020 -1.049
C -0.03695 -1.30268 3.41026 0.080 0.043 -0.011 -0.144
C 4.23180 2.90085 1.30075 -0.151 -0.043 -0.164 0.003
C -2.02405 4.40975 1.58508 0.029 -0.014 -0.013 -0.091
C -0.75113 -6.11817 -1.93172 -0.015 -0.093 0.016 -0.261
C -1.55133 3.11646 1.38661 -0.022 -0.011 0.030 0.388
C -2.22123 4.89372 2.87113 -0.006 0.024 -0.019 -0.596
C 4.36546 -2.36031 1.89346 0.081 0.166 -0.075 -0.161
C -2.90350 -3.55292 -3.58184 0.008 0.026 -0.001 -0.887
C 6.18635 -3.37519 0.75546 0.141 0.012 -0.162 -0.371
C -2.68015 4.74374 -2.82512 -0.014 0.002 -0.020 -0.543
C 3.32298 -2.43742 -2.01279 0.004 0.071 -0.093 -0.308
C 3.53489 -2.82661 -5.77323 -0.015 -0.009 -0.030 -1.463
C -4.98451 -0.36686 4.59792 0.008 -0.008 -0.013 1.126
C 5.01320 -3.51043 1.46956 -0.235 0.003 0.098 -0.659
C 3.31561 -0.85574 -4.20864 -0.018 -0.003 -0.001 -0.809
C -1.89369 -4.18838 -2.82737 -0.126 0.126 -0.149 1.115
H -4.97931 -1.90253 6.09739 -0.012 0.008 0.001 0.281
H -5.84857 1.41284 5.02056 0.000 0.002 0.005 0.238
H 4.53177 -3.23994 -5.94440 0.003 0.000 0.009 0.294
H -1.78709 2.38112 -6.30095 0.001 -0.001 0.002 0.393
H -0.90361 1.31295 2.32854 0.001 0.007 0.001 0.469
H 2.81784 -3.63970 -5.89732 -0.001 0.002 0.011 0.323
H -1.69208 1.53493 -4.75147 -0.001 0.011 0.016 0.017
H -3.65886 -4.15794 -4.06726 0.002 0.005 -0.010 0.118
H -4.38957 3.58103 -3.51182 0.013 0.001 -0.005 0.315
H -3.29671 -3.30131 4.90378 0.003 0.000 -0.003 0.472
H 2.40800 0.85012 3.67070 -0.004 0.009 -0.006 0.358
H 3.48961 -4.10666 -3.33939 -0.003 0.002 -0.011 0.372
H -2.59838 5.89996 3.01608 0.000 -0.002 0.009 0.395
H -3.70657 -1.68937 -4.25725 0.010 0.003 -0.017 0.426
H 3.34174 -2.08106 -6.54503 0.002 0.005 0.006 0.360
H -2.76501 5.49147 -3.61868 -0.018 -0.009 -0.004 0.399
H 4.57837 -4.47596 1.68302 0.005 -0.043 0.005 0.480
H 1.99282 0.37500 6.12997 0.003 0.011 0.000 0.394
H -1.90067 -0.35743 -3.12455 -0.033 0.004 0.021 0.193
H 3.26729 -3.05010 -1.12553 0.051 -0.049 0.079 0.456
H 1.35246 1.80875 0.26604 0.127 -0.109 -0.155 0.718
H -2.38535 5.25448 -1.90985 0.008 0.000 -0.001 0.247
H -1.22287 2.16736 4.62400 0.001 0.009 0.009 0.460
H 2.62007 5.83218 0.89898 0.000 0.002 0.007 0.407
H -3.91758 3.29321 -1.83092 -0.002 0.004 0.003 0.180
H -0.25129 3.53617 -4.73055 -0.003 -0.018 -0.002 0.442
H -1.63252 4.56878 -5.12630 -0.005 0.001 0.002 0.398
H -5.90785 0.32420 6.26412 0.001 0.005 0.002 0.214
H -3.11523 2.52153 -5.13965 0.000 0.011 0.000 0.237
H 3.27684 -0.17764 -5.05309 0.002 0.000 -0.003 0.345
H 0.11994 -1.20892 6.65661 -0.014 -0.012 0.000 0.385
H -4.77409 4.77972 -2.26943 0.009 0.007 0.001 0.373
H -2.23332 5.02044 0.71635 -0.001 0.010 0.007 0.339
H 3.44472 -2.42784 2.44602 -0.261 0.023 0.172 0.316
H 4.83024 4.94519 1.62156 0.023 -0.014 -0.006 0.391
H 0.85492 4.19891 0.15717 0.030 0.037 -0.005 0.316
H 3.09880 0.70988 -2.74978 0.014 0.000 0.007 0.402
H -3.12651 -0.42802 1.76215 0.006 -0.007 0.003 0.452
H -0.64325 -7.19168 -1.84335 -0.008 0.003 0.010 0.325
H -4.75882 0.99140 2.94504 -0.006 -0.001 0.000 0.294
H 6.72886 -4.24572 0.40630 0.003 0.012 0.009 0.375
H 7.55885 -1.94846 -0.09298 0.001 0.018 0.013 0.346
H -2.08365 4.47468 4.97402 -0.001 -0.002 0.000 0.385
```
Positions in Å, forces in eV/Å.



Number 1: energy -11385.6685 eV, orbital gap 0.3659 Ha. Number 2: energy -257422.8932 eV, orbital gap 0.2086 Ha.